ORCA calculation (ωB97M-V/def2-TZVPD) on a cluster of 2 separate species, C7H14N2 in total at a distorted geometry.

- E_LUMO (eV) = 0.844
- orbital gap (eV) = 9.47
- energy relative to the best compared isomer or geometry (same formula, charge and spin) (kcal per mole) = 15.23
- E (hartree) = -384.60761
- structure (SMILES) = Cc1c[nH]cn1.CCC

The geometry in XYZ format:
```
23
Properties=species:S:1:pos:R:3:nbo_charge:R:1
C -0.86 1.00 0.86 -0.42
C -0.53 2.22 1.74 -0.61
C -2.17 0.92 0.12 -0.60
H -0.09 0.63 0.18 0.21
H -0.88 0.09 1.48 0.20
H -0.88 1.99 2.74 0.21
H -0.92 3.15 1.34 0.20
H -2.27 0.02 -0.49 0.20
H -3.04 1.07 0.77 0.20
H 0.54 2.32 1.79 0.21
H -2.27 1.72 -0.64 0.19
C 2.40 0.03 -0.27 -0.65
C 0.10 -2.69 -0.36 0.16
C 1.50 -1.05 -0.68 0.09
C 0.91 -1.32 -1.89 -0.11
N 0.99 -1.93 0.24 -0.46
N 0.02 -2.36 -1.69 -0.53
H -0.65 -3.30 0.10 0.20
H -0.85 -2.53 -2.18 0.41
H 1.03 -0.85 -2.86 0.21
H 1.90 0.98 -0.06 0.23
H 3.23 0.08 -0.98 0.22
H 2.80 -0.16 0.74 0.24
```

ORCA calculation (ωB97M-V/def2-TZVPD) on an isolated molecule of CH5ClO2SSi at a distorted geometry.

- E_LUMO (eV) = -1.618
- orbital gap (eV) = 8.91
- energy relative to the best compared isomer or geometry (same formula, charge and spin) (kcal per mole) = 48.49
- E (hartree) = -1339.41032
- structure (SMILES) = C[SiH2]S(=O)(=O)Cl

The geometry in XYZ format:
```
11
Properties=species:S:1:pos:R:3:nbo_charge:R:1
C -0.69 -0.22 1.36 -1.11
O 1.59 0.46 -2.38 -0.84
O 2.22 0.05 -0.03 -0.86
Si -0.73 0.78 -0.23 0.98
S 1.24 0.02 -1.07 1.77
Cl 0.51 -2.42 -1.24 -0.50
H 0.34 -0.53 1.55 0.29
H -1.06 0.32 2.23 0.26
H -1.29 -1.13 1.26 0.27
H -0.49 2.22 -0.14 -0.13
H -1.63 0.43 -1.31 -0.12
```

ORCA calculation (ωB97M-V/def2-TZVPD) on a cluster of 5 separate species, H12NO4 in total at a distorted geometry.

- E_LUMO (eV) = -3.031
- orbital gap (eV) = 11.80
- energy relative to the best compared isomer or geometry (same formula, charge and spin) (kcal per mole) = 15.26
- charge = +1
- E (hartree) = -362.69351

The geometry in XYZ format:
```
17
Properties=species:S:1:pos:R:3:nbo_charge:R:1
N 0.34 -0.73 0.19 -0.92
H 0.01 0.24 0.15 0.46
H -0.50 -1.30 -0.04 0.46
H 0.56 -0.94 1.19 0.47
H 1.11 -0.86 -0.47 0.44
H -2.00 -3.24 -0.07 0.51
H -1.21 -2.84 -1.31 0.49
O -1.66 -2.46 -0.54 -0.95
H 0.00 3.00 0.67 0.50
H -0.38 2.14 -0.51 0.49
O 0.12 2.09 0.32 -0.98
H 1.49 -0.47 3.60 0.51
H 0.11 -1.19 3.45 0.50
O 0.86 -0.80 2.98 -0.97
H 0.06 2.03 -3.81 0.49
H 0.81 3.06 -2.88 0.49
O 0.28 2.27 -2.92 -0.98
```

ORCA calculation (ωB97M-V/def2-TZVPD) on an isolated molecule of C4H7NO2.

- E_LUMO (eV) = 1.072
- orbital gap (eV) = 9.58
- energy relative to the best compared isomer or geometry (same formula, charge and spin) (kcal per mole) = 62.25
- E (hartree) = -361.78166
- structure (SMILES) = C=C(N)O[C@H]1CO1

The geometry in XYZ format:
```
14
Properties=species:S:1:pos:R:3:nbo_charge:R:1
N 0.25 -1.41 1.35 -0.82
C 0.05 -0.05 1.18 0.47
O 0.77 0.43 0.10 -0.52
C -0.68 0.77 1.94 -0.58
C 0.01 0.51 -1.05 0.32
C 0.67 0.21 -2.31 -0.12
O -0.26 -0.70 -1.71 -0.50
H 0.32 -1.91 0.47 0.39
H -0.39 -1.85 1.99 0.38
H -0.67 1.84 1.75 0.22
H -1.27 0.40 2.78 0.21
H -0.84 1.19 -0.98 0.17
H 1.71 -0.11 -2.28 0.20
H 0.33 0.67 -3.23 0.19
```

- Which value of E_LUMO does entry 4 give?
  1.072 eV

- Which value of energy relative to the best compared isomer or geometry (same formula, charge and spin) does entry 1 give?
  15.23 kcal per mole